[1]
Density functional theory data (ωB97M-V/def2-TZVPD) for a molecular structure, C3H2MgO3Tl at a distorted geometry.

Calculated values
HOMO (alpha / beta)	-6.64 / -7.07	eV
gap between HOMO and LUMO (alpha / beta)	6.32 / 6.35	eV
2S+1	2
expectation value of S²	0.751
ΔE to the lowest compared entry with this formula, charge and spin	42.5	kJ/mol

Geometry (Å):
Tl -4.24 -0.99 0.05
Mg 3.93 -0.13 -1.25
O -2.63 0.80 -0.10
O 2.11 0.91 -1.04
O 0.67 -0.50 -0.11
C -1.70 -0.04 0.01
C 1.89 -0.23 -0.57
C -0.32 0.54 -0.10
H -0.22 1.17 -1.00
H -0.28 1.12 0.86

These are the Mulliken partial charges, in e, on atoms 1 to 6: 0.66, 0.28, -0.56, -0.47, -0.27, -0.37

[2]
Density functional theory data (ωB97M-V/def2-TZVPD) for a single C4H6N2O2 molecule at a distorted geometry.

Calculated values
HOMO	-7.95	eV
SMILES	N/C(C=O)=C(/N)C=O
gap between HOMO and LUMO	6.94	eV
ΔE to the lowest compared entry with this formula, charge and spin	444.9	kJ/mol

Geometry (Å):
O -2.72 -0.34 -0.05
O 2.57 0.34 0.23
N 0.25 1.73 -0.19
N -0.22 -1.90 -0.15
C -1.86 0.52 0.14
C -0.31 0.45 -0.15
C 1.91 -0.67 -0.11
C 0.51 -0.73 -0.38
H 2.39 -1.58 -0.10
H -2.00 1.64 0.71
H 1.22 1.85 -0.56
H -1.23 -1.61 -0.18
H -0.48 2.70 -0.22
H -0.03 -2.40 1.00

These are the Mulliken partial charges, in e, on atoms 1 to 6: -0.50, -0.60, -0.52, -0.67, -0.03, 0.72

[3]
Density functional theory data (ωB97M-V/def2-TZVPD) for a single C5H10O5 molecule at a distorted geometry.

Calculated values
HOMO	-9.76	eV
SMILES	OC[C@H]1O[C@@H](O)[C@@H](O)[C@H]1O
gap between HOMO and LUMO	10.22	eV
ΔE to the lowest compared entry with this formula, charge and spin	505.7	kJ/mol

Geometry (Å):
O -2.86 -0.46 -0.15
O -0.37 -1.08 0.84
O 2.26 -1.21 -0.27
O 1.58 0.80 1.20
O 0.14 1.53 -0.46
C -0.90 0.58 -0.66
C 1.24 -0.38 -0.84
C -1.98 0.54 0.51
C -0.11 -0.79 -0.43
C 1.34 1.06 -0.30
H 1.45 -0.53 -1.90
H 2.02 1.76 -0.53
H 2.53 0.55 1.22
H -2.47 1.67 0.75
H -1.44 0.15 1.50
H -1.56 0.92 -1.53
H 1.82 -1.60 0.71
H 0.27 -0.48 1.47
H -0.55 -1.58 -1.02
H -2.39 -1.45 -0.10

These are the Mulliken partial charges, in e, on atoms 1 to 6: -0.54, -0.71, -0.67, -0.63, -0.40, 0.18

[4]
Density functional theory data (ωB97M-V/def2-TZVPD) for a gas-phase ion, C5H14N2 (charge +1) at a distorted geometry.

Calculated values
HOMO (alpha / beta)	-13.26 / -13.24	eV
gap between HOMO and LUMO (alpha / beta)	10.52 / 5.54	eV
total charge	+1
2S+1	2
expectation value of S²	0.755
ΔE to the lowest compared entry with this formula, charge and spin	218.1	kJ/mol

Geometry (Å):
N 1.14 1.52 2.06
N 0.21 -0.94 -0.68
C 0.07 -0.04 0.52
C -1.26 0.79 0.37
C -0.68 -2.05 -0.61
C 1.25 0.81 0.72
C 0.13 -0.21 -1.90
H -1.83 1.09 1.24
H -0.41 -2.71 0.20
H -1.86 -1.83 -0.27
H -0.18 -0.66 1.37
H 0.98 0.64 -2.18
H 1.95 2.12 2.12
H -1.95 0.26 -0.30
H 1.48 1.56 -0.05
H -0.94 0.32 -1.86
H 0.00 -0.88 -2.83
H -0.61 -2.60 -1.55
H 1.30 0.95 2.92
H 2.20 0.12 0.83
H -1.01 1.72 -0.12

These are the Mulliken partial charges, in e, on atoms 1 to 6: -0.65, 0.26, 0.24, -1.42, -0.80, -0.67

[5]
Density functional theory data (ωB97M-V/def2-TZVPD) for 2 unconnected molecules or ions with the total composition C14H16BN5O6PS at a distorted geometry.

Calculated values
HOMO	-2.75	eV
gap between HOMO and LUMO	1.59	eV
total charge	-1

Geometry (Å):
S -1.48 1.52 0.98
P -1.82 0.02 -0.23
O -3.47 6.76 5.78
O -5.82 6.80 4.23
O -3.42 4.54 0.93
O -1.48 -3.87 0.42
O -1.19 4.20 2.61
O 1.30 -4.27 -2.06
N 3.57 0.35 -1.83
N 3.62 -2.48 -2.50
N 2.43 -1.98 -1.98
N -2.44 -3.66 -1.91
N 0.69 -4.43 -4.64
C 1.24 -2.83 -1.75
C 4.16 -3.19 -0.03
C -3.55 6.21 4.69
C -0.11 -2.32 -1.19
C -4.61 5.63 2.59
C 2.37 -0.53 -1.65
C 1.08 0.15 -1.11
C -3.40 4.96 2.08
C 4.68 -2.66 -1.46
C -2.19 4.84 3.01
C 0.95 -4.31 -3.46
C -0.21 -0.76 -0.88
C -2.37 5.46 4.22
C -4.79 6.24 3.80
B -1.39 -3.29 -0.92
H -2.58 -1.01 0.46
H 3.74 -2.27 0.54
H -2.53 -2.98 -2.67
H -2.29 -4.62 -2.27
H 5.07 -3.61 0.56
H 4.12 0.03 -2.64
H 5.42 -3.44 -1.89
H 1.08 1.28 -0.88
H -2.67 0.44 -1.33
H 3.37 -4.00 -0.21
H -5.43 5.61 1.89
H -1.11 -3.15 1.00
H 4.15 0.18 -0.98
H 3.49 -3.38 -2.99
H 5.30 -1.68 -1.36
H -1.56 5.43 4.94

These are the Mulliken partial charges, in e, on atoms 1 to 6: -0.27, 0.11, -0.65, -0.69, -0.63, -0.61

[6]
Density functional theory data (ωB97M-V/def2-TZVPD) for a molecular structure, C2H6N2 at a distorted geometry.

Calculated values
HOMO	-9.42	eV
gap between HOMO and LUMO	10.49	eV
ΔE to the lowest compared entry with this formula, charge and spin	312.2	kJ/mol

Geometry (Å):
N -0.79 0.92 -0.85
N -0.13 -0.59 0.80
C 1.17 -0.48 0.14
C -1.05 0.19 0.13
H -1.47 1.11 -1.57
H 1.05 -0.81 -0.90
H 1.63 0.50 0.07
H 1.90 -1.20 0.53
H -2.07 -0.06 0.42
H -0.25 0.42 1.21

These are the Mulliken partial charges, in e, on atoms 1 to 6: -0.59, -0.50, -0.72, 0.04, 0.22, 0.31